11
Properties=species:S:1:pos:R:3:lowdin_spin:R:1 method="wB97M-V/def2-TZVPD" s2=2.0229 orbital_gap_ev="7.3 / 7.4" mol_weight_g_mol=227.9 total_charge=0 de_lowest_ev=0.000 energy_ev=-146235.9359 spin_multiplicity=3
C -0.63333 -1.23710 -0.06526 -0.0079
C -0.59991 -0.45931 1.07579 0.1902
Br -1.32839 0.39315 -2.70203 0.8044
H 1.18547 0.56469 1.52352 0.0213
Br 1.98085 1.30722 -1.48064 0.0277
N 0.86656 0.28315 -0.45979 0.2970
H -1.04136 -2.18013 -0.26743 -0.0061
H 0.10606 1.67631 0.64066 0.0255
C 0.39824 0.68791 0.82919 0.0699
N 0.17124 -0.59967 -1.07151 0.5651
H -1.10543 -0.43622 1.97750 0.0127

***

14
Properties=species:S:1:pos:R:3:nbo_charge:R:1 method="wB97M-V/def2-TZVPD" orbital_gap_ev=8.7 mol_weight_g_mol=294.8 total_charge=-1 energy_ev=-160743.9282
C -0.75564 -0.59686 -0.39229 -0.6443
C -0.75256 0.64719 0.49246 -0.0186
P -2.24752 2.42610 1.33260 2.4790
Br 0.44165 1.01293 3.04707 0.0838
C -1.01463 0.41420 2.00012 0.1384
H -0.77759 -0.18074 -1.43973 0.2261
O -3.59170 2.89183 0.95706 -1.1170
H -1.73682 -1.08165 -0.26131 0.2141
O -1.02558 3.16278 1.77151 -1.1522
H -0.12534 -1.43393 -0.06985 0.2231
O -1.73822 1.48845 0.01854 -0.8010
Br -1.25253 -1.52932 2.48334 -0.0299
H 0.16907 1.22829 0.20038 0.2024
O -2.30672 1.04971 2.32905 -0.8040

***

14
Properties=species:S:1:pos:R:3:nbo_charge:R:1 method="wB97M-V/def2-TZVPD" orbital_gap_ev=4.8 mol_weight_g_mol=437.3 total_charge=+2 de_lowest_ev=1.361 energy_ev=-236478.3955
O 15.82389 23.71184 27.81312 -0.8057
H 15.72366 25.08371 25.67021 0.2697
Br 12.96683 25.54633 22.81770 0.0822
C 11.89062 26.88284 23.74020 -0.4987
O 13.89362 22.86771 27.28079 -0.9341
Ca 14.68796 22.78655 29.55095 1.8658
C 14.85798 23.67722 27.00583 0.8169
Br 10.21054 26.19573 24.41165 0.0718
H 12.42477 27.26480 24.59773 0.2137
Br 11.52666 28.42456 22.63802 0.1403
H 14.12485 25.46056 26.12949 0.2605
C 14.75474 24.61220 25.85368 -0.7559
Rb 11.41835 21.41554 27.87156 0.9968
H 14.46037 24.17210 24.90860 0.2767

***

10
Properties=species:S:1:pos:R:3:nbo_charge:R:1 method="wB97M-V/def2-TZVPD" smiles=Cl[C@@H]1O[C@H]1CBr orbital_gap_ev=10.9 mol_weight_g_mol=171.4 total_charge=0 de_lowest_ev=2.189 energy_ev=-87785.7986
Cl 1.24734 -0.98923 -2.86146 -0.0552
O -0.39563 -1.71682 -0.93308 -0.4428
H 1.83335 -1.40513 -0.72840 0.2439
C -0.31900 0.13648 0.85454 -0.4575
H 0.41822 0.98970 1.11569 0.2311
C -0.33627 -0.34448 -0.81626 0.0635
H -1.24374 0.26751 1.27012 0.2029
C 0.84691 -1.15552 -1.17266 0.0219
H -1.03113 0.34420 -1.32271 0.2208
Br 0.37153 -1.31353 1.98464 -0.0287

***

10
Properties=species:S:1:pos:R:3:nbo_charge:R:1 method="wB97M-V/def2-TZVPD" smiles="O=C=CCBr.Cl" orbital_gap_ev=9.9 mol_weight_g_mol=171.4 total_charge=0 de_lowest_ev=1.067 energy_ev=-87786.9205
C 1.67742 0.45082 -0.51311 -0.4224
H 1.77177 1.59587 -0.68705 0.2208
H -0.07053 -0.89077 -0.11101 0.2817
C 0.22683 0.21259 -0.23650 -0.5968
O -1.03361 2.17994 0.44691 -0.4196
H 2.23199 0.00250 -1.32794 0.2356
Br 2.97169 -0.02975 0.89175 -0.0493
Cl -3.46056 -1.87362 0.31040 -0.2786
C -0.46084 1.23151 0.17326 0.7492
H -3.85417 -2.87910 1.05330 0.2795

***

9
Properties=species:S:1:pos:R:3:nbo_charge:R:1 method="wB97M-V/def2-TZVPD" smiles=F[C@@H]1C[C@H]1Br orbital_gap_ev=10.8 mol_weight_g_mol=139.0 total_charge=0 de_lowest_ev=1.099 energy_ev=-75934.0116
H -1.23035 -0.33362 -1.33683 0.2197
C -0.29286 0.77635 0.55541 -0.4696
H 1.61304 -0.60956 0.26076 0.2641
C 0.50049 -0.48479 0.35378 -0.2988
H 0.47595 1.54798 0.71109 0.2543
Br 0.05244 -2.32621 0.83018 -0.0142
F 0.40833 0.61202 -1.76884 -0.3612
H -1.19009 0.77830 1.16032 0.2440
C -0.33695 0.03954 -0.76588 0.1618

***

10
Properties=species:S:1:pos:R:3:nbo_charge:R:1 method="wB97M-V/def2-TZVPD" orbital_gap_ev="8.8 / 8.8" mol_weight_g_mol=155.0 total_charge=0 de_lowest_ev=3.459 energy_ev=-77979.7423
C -0.93410 -0.38121 0.37230 0.6512
H -0.44383 1.66872 0.36183 0.2445
C 1.30978 -1.02488 0.29205 -0.6257
H 1.46029 -1.95789 -0.27746 0.2173
F -2.18960 1.43822 -0.62911 -0.3650
H 1.59901 -0.94566 1.33311 0.2085
H -0.35307 0.99044 -1.41736 0.2655
O -1.63892 -1.07046 1.02680 -0.4482
C -0.89718 0.88602 -0.38067 -0.1429
Br 2.08761 0.39671 -0.68149 -0.0051

***

9
Properties=species:S:1:pos:R:3:nbo_charge:R:1 method="wB97M-V/def2-TZVPD" smiles=C[C@@H](Br)C#N orbital_gap_ev=10.7 mol_weight_g_mol=134.0 total_charge=0 de_lowest_ev=1.213 energy_ev=-74706.6138
N -1.04135 1.78047 1.87138 -0.2599
C -0.90091 1.02040 1.03858 0.2173
H 1.07548 -0.81396 -1.37184 0.2065
H 1.54105 0.47656 -0.38741 0.2069
C 1.01083 -0.47158 -0.41821 -0.5366
Br -1.73161 -1.53266 0.14808 0.0181
C -0.64818 0.14787 -0.06885 -0.3587
H 1.49479 -1.11632 0.36056 0.2281
H -0.80010 0.50923 -1.17229 0.2783

***

12
Properties=species:S:1:pos:R:3:nbo_charge:R:1 method="wB97M-V/def2-TZVPD" orbital_gap_ev=7.7 mol_weight_g_mol=178.0 total_charge=0 de_lowest_ev=0.338 energy_ev=-79735.1480
O -1.06781 -1.29937 -0.00659 -0.5662
H -0.84836 -0.54148 2.37712 0.4161
N 0.47103 -0.08533 -1.80000 -0.6824
H 1.04805 0.46498 -2.45920 0.4099
Br 2.79402 -0.38476 0.63595 -0.3721
H 0.22784 0.79760 1.87726 0.4083
N -0.26338 -0.12394 1.71224 -0.7918
C -0.32437 -0.44720 0.37871 0.6119
C 0.59332 0.30615 -0.49836 0.1532
H 0.08192 -0.90440 -2.11826 0.4310
C 0.72251 1.68210 -0.22280 0.1929
N 0.63186 2.80386 0.05489 -0.2108

***

11
Properties=species:S:1:pos:R:3:nbo_charge:R:1 method="wB97M-V/def2-TZVPD" orbital_gap_ev="8.5 / 7.4" mol_weight_g_mol=166.0 total_charge=0 de_lowest_ev=3.520 energy_ev=-78799.2021
H 0.45585 1.56626 -0.99050 0.2422
N 0.45189 -1.45948 0.08479 -0.0007
O 2.34587 -0.23193 -0.38098 -0.4622
H -1.86068 0.62626 0.30291 0.2178
C 1.20931 -0.27592 -0.12018 0.6329
Br 0.69598 -1.31538 2.63451 -0.1981
C -1.13124 0.11565 -0.45721 -0.1164
H 0.04566 1.30168 0.79078 0.2505
C 0.15648 0.90526 -0.30768 -0.5528
O -0.78732 -1.24013 -0.14413 -0.2234
H -1.58180 0.00773 -1.41231 0.2102

***

12
Properties=species:S:1:pos:R:3:nbo_charge:R:1 method="wB97M-V/def2-TZVPD" orbital_gap_ev=9.1 mol_weight_g_mol=182.0 total_charge=0 de_lowest_ev=4.635 energy_ev=-80846.0029
H -0.71169 -2.35824 -1.45514 0.5241
C -0.13508 -1.07625 -0.04480 0.4060
C 0.77189 -0.44190 0.66169 0.4612
O 0.70448 0.95010 0.69338 -0.5093
C -0.48774 1.48686 0.06637 0.0367
H 2.07945 -0.72463 2.15310 0.5081
N -1.18185 0.45994 -0.69339 -0.5834
H -0.23620 2.44108 -0.37239 0.1980
H -1.36911 1.66892 0.72635 0.1840
O -0.64521 -2.12759 -0.53076 -0.6506
O 1.86126 -0.95581 1.22526 -0.6766
Br -0.65021 0.67753 -2.42968 0.1017

***

10
Properties=species:S:1:pos:R:3:nbo_charge:R:1 method="wB97M-V/def2-TZVPD" orbital_gap_ev=8.0 mol_weight_g_mol=166.0 total_charge=0 de_lowest_ev=1.579 energy_ev=-85541.5488
N 1.00237 -0.76100 0.34211 -0.4181
S -1.89773 -0.23910 0.41263 -0.0625
Br 0.20158 -3.18512 1.48511 0.2173
C 0.16348 -1.53903 0.75746 0.1995
H 1.34835 0.64503 -1.07465 0.2201
H -0.94431 0.66188 -1.57148 0.2115
C -0.75712 0.80623 -0.50437 -0.5797
C 0.74437 0.52562 -0.17322 -0.2383
H 1.10808 1.24270 0.57259 0.2182
H -0.96906 1.84279 -0.24617 0.2319